# 1
C30H41BrN8NdOS3 | ωB97M-V/def2-TZVPD

The geometry in XYZ format:
```
85
Properties=species:S:1:pos:R:3:forces:R:3:lowdin_charge:R:1
Nd -0.057 0.923 0.842 0.167 -0.232 -0.543 1.593
C 0.910 3.710 -2.066 0.031 -0.005 0.031 -0.157
C 2.105 2.888 -1.585 -0.078 -0.010 0.092 -0.203
N 1.718 1.528 -1.208 0.175 -0.044 -0.096 -0.179
C 2.870 0.654 -0.934 0.011 0.099 0.092 -0.199
C 3.521 1.017 0.396 -0.040 -0.010 0.018 -0.178
N 2.457 1.318 1.366 0.069 -0.060 0.041 -0.181
C 2.841 1.315 2.794 -0.007 0.052 -0.089 -0.200
C 3.401 2.655 3.269 0.004 0.003 0.001 -0.148
C 2.588 3.853 2.764 -0.090 -0.076 -0.043 -0.209
N 1.150 3.545 2.683 0.041 0.103 0.116 -0.112
C 0.353 4.674 2.193 0.013 -0.112 -0.034 -0.218
C 0.294 4.700 0.675 0.073 -0.042 0.016 -0.190
N -0.292 3.461 0.138 -0.251 0.123 0.050 -0.158
C -0.408 3.461 -1.340 0.127 0.037 0.099 -0.213
H 0.727 3.507 -3.123 0.001 -0.020 -0.010 0.125
H 1.175 4.766 -2.006 0.006 0.011 -0.055 0.116
H 2.574 3.370 -0.720 -0.025 -0.024 0.013 0.101
H 2.864 2.873 -2.373 0.075 0.036 -0.014 0.130
H 1.200 1.099 -1.972 -0.083 -0.015 -0.004 0.038
H 3.614 0.693 -1.736 -0.001 -0.030 -0.035 0.132
H 2.495 -0.368 -0.876 -0.035 -0.058 -0.050 0.072
H 4.207 1.863 0.286 0.035 0.015 0.010 0.124
H 4.107 0.170 0.751 0.006 -0.025 0.025 0.130
H 2.156 2.270 1.168 0.015 -0.001 0.018 0.033
H 3.559 0.513 2.959 0.005 -0.025 0.002 0.127
H 1.957 1.060 3.380 -0.050 -0.030 0.005 0.098
H 4.436 2.780 2.944 0.005 0.010 0.024 0.117
H 3.418 2.649 4.361 -0.002 -0.009 -0.005 0.120
H 2.926 4.136 1.762 -0.011 -0.015 -0.015 0.112
H 2.777 4.722 3.402 0.021 0.048 -0.005 0.126
H 0.821 3.291 3.608 -0.002 -0.032 0.003 0.080
H 0.748 5.633 2.543 -0.012 0.057 0.028 0.127
H -0.661 4.587 2.591 0.002 -0.007 0.013 0.084
H 1.301 4.810 0.272 -0.009 -0.002 -0.007 0.103
H -0.278 5.575 0.350 0.010 0.041 -0.015 0.137
H -1.249 3.424 0.489 -0.165 0.086 -0.001 0.081
H -1.120 4.226 -1.663 -0.069 -0.001 -0.022 0.129
H -0.824 2.494 -1.637 -0.019 -0.040 -0.009 0.083
Br -1.727 2.060 3.256 0.062 -0.145 0.035 0.860
C -2.293 0.349 3.934 0.014 0.152 0.004 -0.548
C -3.319 0.376 4.825 -0.066 -0.102 0.068 -0.121
C -3.762 -0.844 5.384 0.007 0.051 -0.010 -0.062
C -3.156 -2.010 5.024 0.010 -0.042 -0.003 -0.023
C -2.090 -2.026 4.089 0.004 -0.031 -0.007 -0.168
C -1.486 -3.250 3.705 -0.012 -0.009 0.028 -0.027
C -0.473 -3.263 2.795 0.054 -0.083 -0.060 -0.065
C -0.029 -2.048 2.221 0.097 0.124 0.017 -0.171
C -0.556 -0.813 2.535 -0.200 0.268 0.173 -0.300
C -1.614 -0.818 3.504 -0.048 -0.078 0.078 -0.274
H -3.787 1.310 5.105 0.012 -0.025 -0.004 0.103
H -4.576 -0.837 6.096 0.027 0.001 -0.023 0.112
H -3.482 -2.953 5.449 0.007 0.045 -0.019 0.119
H -1.844 -4.172 4.150 0.009 0.044 -0.017 0.118
H -0.013 -4.200 2.500 -0.012 0.048 0.009 0.113
H 0.781 -2.121 1.498 0.003 0.000 -0.036 0.035
C -4.693 -0.842 -1.827 0.017 -0.012 -0.006 -0.056
N -3.929 0.221 -1.200 0.015 0.035 -0.099 0.038
C -3.136 0.043 -0.139 -0.059 0.343 0.132 -0.668
N -3.223 -1.110 0.531 -0.025 -0.029 0.066 0.236
O -2.376 0.988 0.249 0.089 -0.274 -0.043 -0.267
H -5.220 -0.429 -2.682 -0.012 0.000 -0.009 0.094
H -5.438 -1.242 -1.139 -0.015 0.009 0.010 0.093
H -4.043 -1.647 -2.179 0.009 0.010 0.000 0.093
H -3.745 1.057 -1.726 0.009 0.011 0.015 0.147
H -3.694 -1.899 0.128 0.006 -0.022 0.013 0.111
H -2.549 -1.287 1.263 0.024 0.014 0.015 0.082
S 2.434 -5.516 -2.036 -0.029 -0.064 -0.032 0.621
C 1.485 -4.196 -2.290 -0.088 0.184 -0.133 -1.092
S 1.304 -2.968 -1.059 -0.078 0.084 0.131 0.955
C 0.182 -2.077 -2.056 0.245 -0.101 0.086 -1.064
N -0.020 -2.633 -3.193 0.076 -0.072 -0.154 0.007
N 0.715 -3.798 -3.341 -0.032 -0.017 -0.078 -0.131
C 0.549 -4.458 -4.608 -0.075 -0.014 0.006 -0.189
C 1.530 -5.285 -5.138 0.050 0.053 -0.011 -0.045
C 1.325 -5.881 -6.375 0.030 -0.021 0.006 -0.073
C 0.158 -5.663 -7.088 -0.032 0.046 0.031 -0.086
C -0.813 -4.827 -6.555 -0.015 -0.011 -0.028 -0.081
C -0.624 -4.223 -5.324 -0.023 -0.018 0.099 -0.029
S -0.579 -0.589 -1.583 -0.054 -0.143 0.028 0.562
H 2.447 -5.463 -4.603 0.012 0.004 0.028 0.052
H 2.096 -6.523 -6.780 -0.001 0.006 0.009 0.108
H 0.008 -6.134 -8.051 0.003 0.004 0.021 0.105
H -1.730 -4.639 -7.100 0.033 -0.008 0.018 0.104
H -1.376 -3.565 -4.916 0.013 -0.008 0.001 0.099
```
Positions in Å, forces in eV/Å.

Charge = +1
⟨S²⟩ = 3.75
Multiplicity = 4
Electronic energy = -163567.3421 eV

---

# 2
C11H24N9OPSSn | ωB97M-V/def2-TZVPD

The geometry in XYZ format:
```
48
Properties=species:S:1:pos:R:3:forces:R:3:lowdin_charge:R:1
Sn 0.532 0.800 -1.429 -0.297 0.027 0.025 1.176
N 2.385 1.757 1.630 -0.129 -0.038 -0.004 0.157
C 1.982 0.459 1.478 -0.008 -0.180 -0.030 -0.472
N 2.064 -0.459 2.424 0.088 -0.034 0.013 0.051
N 1.596 -1.588 1.852 -0.081 0.091 -0.112 -0.059
N 1.239 -1.376 0.638 0.005 0.070 0.159 -0.073
N 1.478 -0.066 0.350 -0.199 0.066 -0.119 -0.171
C 2.125 2.742 0.709 0.044 0.123 -0.132 -0.481
N 2.528 3.987 0.808 0.004 0.032 0.005 0.040
N 2.073 4.582 -0.323 -0.079 -0.153 -0.064 -0.077
N 1.437 3.749 -1.059 0.070 0.072 0.246 -0.086
N 1.438 2.541 -0.423 0.021 -0.200 -0.085 -0.199
H 2.824 2.016 2.497 -0.007 0.018 0.016 0.150
C -5.819 0.213 -0.239 0.104 -0.007 0.089 -0.103
C -4.435 0.122 0.405 -0.095 -0.017 -0.047 -0.300
C -3.755 -1.204 0.098 0.260 0.103 0.053 -0.348
S -1.947 -1.184 0.330 -0.423 0.115 0.127 0.948
O -1.535 0.112 -0.365 0.311 0.000 -0.014 -0.758
C -1.884 -0.864 2.134 0.155 0.069 -0.148 -0.332
C -1.542 0.579 2.486 0.085 -0.006 0.138 -0.288
C -1.086 0.678 3.943 -0.085 -0.067 -0.095 -0.097
H -6.268 1.183 -0.026 -0.029 -0.037 -0.028 0.075
H -6.490 -0.560 0.142 0.006 0.002 -0.029 0.076
H -5.747 0.102 -1.322 -0.031 0.005 0.021 0.077
H -4.528 0.254 1.485 0.061 0.016 -0.002 0.105
H -3.807 0.929 0.027 0.021 0.022 0.017 0.102
H -3.886 -1.476 -0.952 0.014 -0.025 0.023 0.091
H -4.123 -2.025 0.718 -0.014 -0.045 -0.068 0.097
H -1.108 -1.532 2.507 0.044 -0.039 -0.008 0.073
H -2.844 -1.172 2.550 0.015 -0.029 0.017 0.090
H -2.397 1.232 2.313 -0.043 -0.012 -0.068 0.104
H -0.745 0.932 1.830 -0.015 0.002 0.007 0.078
H -1.839 0.264 4.618 0.028 0.044 0.007 0.076
H -0.919 1.719 4.221 0.015 -0.025 0.004 0.076
H -0.155 0.127 4.089 -0.015 0.023 0.008 0.063
C 2.489 -2.365 -4.049 -0.089 0.113 0.105 -0.292
P 2.564 -1.136 -2.688 0.365 -0.037 -0.051 0.686
C 3.862 -1.868 -1.624 -0.107 0.039 0.015 -0.293
C 3.489 0.211 -3.528 -0.058 -0.050 0.092 -0.310
H 3.488 -2.543 -4.450 -0.015 -0.034 -0.029 0.043
H 1.842 -1.991 -4.842 0.021 -0.034 -0.008 0.037
H 2.074 -3.302 -3.677 0.007 -0.005 -0.016 0.038
H 4.813 -1.943 -2.154 -0.005 -0.031 -0.001 0.042
H 3.537 -2.860 -1.310 0.018 0.019 0.039 0.042
H 3.991 -1.262 -0.726 0.013 -0.005 -0.024 0.028
H 4.430 -0.157 -3.941 0.004 0.037 -0.017 0.042
H 3.701 1.019 -2.823 0.022 -0.020 -0.029 0.035
H 2.878 0.620 -4.333 0.024 0.021 0.003 0.039
```
Positions in Å, forces in eV/Å.

Charge = 0
Electronic energy = -53209.0769 eV
Energy above the lowest of the compared OMol25 structures with the same formula, charge and spin = 0.0 kcal/mol

---

# 3
C20H41BrF6GaN5O7P3S2Sb | ωB97M-V/def2-TZVPD

The geometry in XYZ format:
```
87
Properties=species:S:1:pos:R:3:forces:R:3:lowdin_charge:R:1
Ga -0.566 0.912 -0.980 0.017 0.724 -0.426 0.210
C 1.324 4.224 2.370 0.165 0.129 0.197 -0.075
N 0.184 3.468 1.901 0.105 -1.467 -0.086 -0.281
C -0.961 4.254 1.488 -0.404 0.259 -0.219 -0.070
P 0.206 1.822 1.835 0.756 1.015 1.850 0.576
O -0.880 1.205 1.035 -0.301 -0.132 -1.105 -0.280
O 1.692 1.426 1.331 -0.018 -0.127 -0.132 -0.249
P 2.362 0.883 -0.014 1.296 0.050 0.765 0.522
O 1.505 0.893 -1.224 -0.793 -0.142 -0.215 -0.276
N 3.606 1.963 -0.209 -0.684 -0.687 0.088 -0.284
C 4.580 2.087 0.860 0.097 0.048 0.091 -0.090
C 4.173 2.083 -1.541 0.017 0.104 -0.286 -0.085
N 2.783 -0.675 0.345 -0.197 0.955 -0.157 -0.309
C 3.127 -1.194 1.646 0.034 0.018 0.163 -0.076
C 3.111 -1.537 -0.775 0.146 -0.081 -0.232 -0.094
N 0.226 1.065 3.320 0.055 0.251 -0.861 -0.289
C -1.058 0.810 3.948 -0.258 -0.074 -0.020 -0.085
C 1.294 1.268 4.276 0.196 0.003 0.031 -0.101
H 1.086 4.736 3.309 0.073 -0.034 -0.050 0.096
H 1.605 4.980 1.630 -0.010 -0.106 -0.017 0.103
H 2.174 3.563 2.532 0.083 0.119 0.034 0.063
H -1.311 4.867 2.323 -0.006 -0.071 0.035 0.096
H -1.761 3.596 1.162 -0.049 0.085 -0.024 0.078
H -0.696 4.912 0.653 0.002 -0.150 0.060 0.087
H 4.094 1.903 1.818 0.123 0.060 0.095 0.067
H 4.982 3.103 0.855 -0.015 -0.085 0.066 0.098
H 5.411 1.383 0.736 -0.040 0.014 0.054 0.094
H 3.377 1.970 -2.274 0.109 0.082 -0.083 0.081
H 4.951 1.334 -1.727 0.012 0.009 -0.007 0.092
H 4.614 3.074 -1.638 0.007 0.006 -0.080 0.096
H 2.865 -0.465 2.405 0.009 -0.033 0.198 0.066
H 4.195 -1.423 1.711 -0.040 0.018 0.049 0.096
H 2.561 -2.110 1.833 -0.001 -0.003 0.044 0.086
H 2.847 -1.030 -1.701 0.019 -0.185 -0.085 0.074
H 2.550 -2.474 -0.721 -0.076 0.065 0.042 0.071
H 4.179 -1.771 -0.782 0.009 -0.001 -0.019 0.096
H -1.830 0.774 3.185 -0.165 -0.076 0.061 0.078
H -1.308 1.580 4.681 -0.038 0.069 0.018 0.092
H -1.021 -0.153 4.460 -0.027 -0.022 0.007 0.093
H 2.215 1.518 3.756 0.120 -0.016 0.104 0.062
H 1.447 0.343 4.839 0.037 0.070 -0.025 0.096
H 1.058 2.064 4.989 0.032 0.048 -0.023 0.094
Br 0.091 -1.019 -3.866 -0.153 -0.473 -0.177 0.887
C -0.591 0.706 -4.120 -0.112 0.245 -0.335 -0.672
C -0.903 1.197 -5.378 -0.023 -0.208 0.170 -0.056
C -1.264 2.534 -5.482 0.065 0.000 0.273 0.000
C -1.219 3.339 -4.353 -0.017 -0.161 0.035 0.045
C -0.883 2.758 -3.143 0.100 0.564 -0.057 -0.149
N -0.633 1.457 -3.033 -0.004 -0.461 0.532 0.042
C -0.571 3.566 -1.884 -0.090 -0.048 -0.194 -0.552
O -0.628 4.770 -1.905 -0.060 0.281 -0.174 0.119
O -0.165 2.840 -0.901 -0.203 -0.733 0.123 -0.056
H -0.865 0.551 -6.243 0.036 -0.006 0.040 0.115
H -1.532 2.943 -6.445 -0.025 0.030 -0.028 0.125
H -1.429 4.396 -4.380 0.029 0.106 0.009 0.135
F -2.529 -0.012 -1.631 -0.070 0.666 0.332 -0.436
Sb -4.122 1.209 -1.375 0.481 -0.320 -0.214 1.472
F -2.661 2.332 -0.825 -0.396 -0.215 -0.156 -0.309
F -3.815 1.675 -3.193 -0.105 -0.073 0.591 -0.326
F -5.325 2.613 -1.103 0.030 -0.472 -0.086 -0.318
F -5.228 -0.223 -1.907 0.185 0.487 0.140 -0.336
F -4.205 0.570 0.410 -0.003 0.217 -0.440 -0.336
C -4.098 -2.690 0.373 0.303 -0.152 -0.175 -0.069
C -3.002 -3.481 1.050 -0.819 0.078 0.865 -0.416
C -2.460 -2.746 2.266 0.048 -0.156 -0.201 -0.044
O -1.923 -3.809 0.147 0.303 0.134 -1.122 -0.284
P -1.281 -2.956 -1.015 1.570 0.597 1.328 0.098
S -2.556 -2.770 -2.578 -0.164 0.176 -0.070 0.604
S -0.293 -1.316 -0.127 -1.074 -1.122 -1.019 0.592
O -0.108 -3.861 -1.525 -0.337 0.425 -0.213 -0.331
C 0.456 -5.092 -1.014 0.254 -0.713 0.211 -0.416
C 0.786 -5.012 0.468 -0.081 0.100 -0.198 -0.041
C -0.464 -6.260 -1.316 0.143 0.262 -0.183 -0.033
H -4.923 -2.518 1.057 -0.034 0.016 0.116 0.105
H -4.480 -3.220 -0.495 -0.140 -0.071 -0.135 0.072
H -3.708 -1.727 0.058 -0.097 0.187 -0.015 0.036
H -3.377 -4.472 1.338 0.116 0.220 -0.018 0.154
H -2.090 -1.764 1.980 -0.043 0.091 0.017 0.041
H -1.651 -3.300 2.732 0.114 -0.109 0.073 0.085
H -3.263 -2.630 2.987 -0.085 0.027 0.093 0.095
H 1.376 -5.181 -1.602 -0.127 0.025 0.115 0.148
H -0.089 -5.262 1.060 -0.012 0.015 0.129 0.080
H 1.113 -4.010 0.729 0.136 0.141 0.113 0.054
H 1.580 -5.715 0.702 0.074 -0.079 0.021 0.094
H -1.409 -6.135 -0.798 -0.094 -0.054 0.114 0.079
H 0.009 -7.179 -0.980 0.002 -0.101 0.018 0.095
H -0.656 -6.330 -2.382 -0.019 -0.074 -0.151 0.089
```
Positions in Å, forces in eV/Å.

Charge = +1
⟨S²⟩ = 0.75
Multiplicity = 2
Electronic energy = -237993.3409 eV
Energy above the lowest of the compared OMol25 structures with the same formula, charge and spin = 16.5 kcal/mol